Record 1
DFT (ωB97M-V/def2-TZVPD) results for C52H52F8O2S2 as an isolated structure in a non-equilibrium geometry.

Cartesian coordinates (Å):
F  -0.459  -1.103  -1.590
C  0.036  -0.765  -0.322
C  -0.833  -0.923  0.800
C  -0.371  -0.534  2.022
C  0.956  -0.070  2.196
C  1.743  -0.008  1.085
C  1.321  -0.237  -0.191
H  -1.872  -1.186  0.663
H  -1.025  -0.486  2.880
H  1.363  0.325  3.115
H  2.662  0.539  1.237
H  1.894  0.060  -1.057
F  -0.132  4.300  -0.859
C  0.998  3.743  -1.371
C  1.293  2.404  -1.280
C  2.523  1.928  -1.782
C  3.365  2.826  -2.483
C  3.087  4.122  -2.633
C  1.900  4.574  -2.033
H  0.545  1.744  -0.866
H  2.790  0.886  -1.675
H  4.297  2.461  -2.888
H  3.795  4.733  -3.173
H  1.653  5.604  -2.244
F  0.305  -4.049  -3.086
C  0.979  -4.074  -1.899
C  0.696  -3.156  -0.890
C  1.303  -3.193  0.313
C  2.182  -4.263  0.605
C  2.398  -5.286  -0.329
C  1.791  -5.155  -1.611
H  0.047  -2.316  -1.088
H  1.015  -2.373  0.954
H  2.612  -4.299  1.596
H  3.074  -6.104  -0.129
H  1.913  -5.906  -2.377
F  -1.458  3.867  0.309
C  -1.957  2.705  -0.108
C  -2.106  2.442  -1.473
C  -2.596  1.241  -1.973
C  -2.969  0.271  -1.021
C  -2.777  0.449  0.371
C  -2.259  1.725  0.834
H  -1.826  3.238  -2.147
H  -2.543  0.994  -3.024
H  -3.311  -0.661  -1.446
H  -3.046  -0.299  1.102
H  -2.303  1.901  1.898
F  4.951  4.831  1.073
C  4.806  3.540  0.769
C  5.063  3.126  -0.554
C  4.890  1.742  -0.835
C  4.526  0.820  0.154
C  4.351  1.277  1.452
C  4.561  2.593  1.757
H  5.258  3.834  -1.347
H  4.884  1.373  -1.850
H  4.356  -0.213  -0.109
H  4.177  0.563  2.243
H  4.391  3.045  2.723
F  -2.781  -2.146  0.604
C  -3.056  -2.504  -0.677
C  -4.326  -2.960  -0.875
C  -4.614  -3.557  -2.114
C  -3.656  -3.614  -3.088
C  -2.348  -3.174  -2.857
C  -2.048  -2.549  -1.639
H  -5.139  -2.768  -0.191
H  -5.600  -3.945  -2.321
H  -3.922  -4.046  -4.041
H  -1.551  -3.269  -3.580
H  -1.110  -2.027  -1.517
F  3.167  2.395  3.607
C  1.920  2.675  3.138
C  0.753  2.115  3.613
C  -0.457  2.389  3.052
C  -0.471  3.172  1.913
C  0.661  3.884  1.525
C  1.848  3.591  2.093
H  0.837  1.506  4.501
H  -1.407  2.031  3.422
H  -1.357  3.515  1.398
H  0.559  4.556  0.686
H  2.691  4.074  1.620
F  1.209  -0.788  -2.782
C  0.803  0.323  -3.355
C  -0.339  0.987  -2.821
C  -0.764  2.190  -3.452
C  -0.073  2.704  -4.546
C  1.115  2.067  -4.950
C  1.540  0.797  -4.442
H  -0.769  0.502  -1.957
H  -1.586  2.828  -3.161
H  -0.493  3.634  -4.900
H  1.630  2.514  -5.788
H  2.468  0.340  -4.751
C  -1.287  -3.440  1.206
S  -0.877  -4.056  2.884
O  -1.622  -3.027  3.735
C  -2.018  -5.458  2.802
H  -0.855  -4.133  0.484
H  -0.745  -2.498  1.130
H  -2.362  -3.288  1.102
H  -2.097  -6.154  3.637
H  -1.813  -6.055  1.914
H  -3.041  -5.099  2.688
C  -2.587  0.874  3.589
S  -2.953  -0.884  3.055
O  -3.897  -0.840  1.830
C  -3.947  -1.416  4.536
H  -3.573  1.242  3.874
H  -2.030  1.468  2.864
H  -1.997  0.796  4.503
H  -3.444  -1.524  5.496
H  -4.310  -2.371  4.156
H  -4.787  -0.751  4.739

The net charge is 0. Its max |F| is 10.21 eV/A. The value obtained for the frontier orbital gap is 8.5 eV. Its energy relative to the best compared isomer or geometry (same formula, charge and spin) is 721.0 kcal per mole.

Atomic partial charges in e from the Löwdin method, atoms 1 to 8: -0.06, -0.17, -0.10, -0.07, -0.01, -0.06, -0.01, 0.01

***

Record 2
DFT (ωB97M-V/def2-TZVPD) results for BrNO2 as an isolated structure in a non-equilibrium geometry.

Cartesian coordinates (Å):
N  -0.321  -0.498  -0.056
O  -0.992  0.204  0.544
O  1.154  0.508  -0.437
Br  2.300  -0.425  -1.240

The net charge is 0. Its max |F| is 4.49 eV/A. The value obtained for the frontier orbital gap (spin up / spin down) is 7.8 / 7.8 eV. Its energy relative to the best compared isomer or geometry (same formula, charge and spin) is 9.6 kcal per mole.

Listed below, in e, are the Löwdin charges computed for each atom: 0.12, 0.12, -0.90, 0.67

***

- energy relative to the best compared isomer or geometry (same formula, charge and spin) of number 2 (BrNO2)?
  9.6 kcal per mole